(1)
The following is a DFT calculation (wB97M-V/def2-TZVPD) of a structure of composition C27H34CoFN6O6PSTe.

Calculated values
Multiplicity: 2
<S²>: 0.76
Frontier orbital gap (spin up / spin down): 0.1165 / 0.1247 Ha
E_tot: -4319.49187 Ha
LUMO (spin up / spin down): -2.08 / -2.08 eV
Highest occupied orbital energy (spin up / spin down): -5.25 / -5.47 eV
Energy above the lowest of the compared OMol25 structures with the same formula, charge and spin: 42.5 kcal per mole

Cartesian coordinates (Å):
H -3.349 4.699 -4.127
H -3.892 -2.668 3.071
H -1.271 -4.262 3.505
C -3.683 2.004 -2.337
C 0.470 1.244 5.677
H 0.668 2.892 -6.693
N -0.895 0.670 -4.237
H 2.578 1.137 5.151
H -3.256 0.144 -1.388
H 1.703 4.293 -6.354
C 0.348 -1.133 6.109
O -1.734 -1.520 -2.912
N -1.562 1.316 -1.451
C -1.256 -1.623 2.114
C -3.140 3.208 -2.795
H 3.280 0.122 7.202
C -2.343 -4.168 3.615
H -4.158 -5.137 2.744
P 2.108 0.311 -3.857
Co -0.302 -0.258 -2.735
O -3.084 -3.168 -2.249
H 1.747 0.269 7.850
H -1.338 4.394 -2.796
O 3.677 0.416 -3.531
C -0.424 -1.057 1.138
C 1.956 1.268 6.030
H 2.371 2.882 -7.193
C -2.232 -2.315 -2.042
C 0.685 0.204 2.829
H -0.016 2.657 -1.635
C -1.104 -1.245 3.451
N -0.016 -0.045 5.212
N 2.265 0.130 6.954
C 1.848 -1.181 6.362
C -1.771 -2.126 -0.604
C 1.675 3.204 -6.417
H 0.268 2.008 4.929
C -3.043 -3.221 2.687
H 2.394 -1.308 5.429
C -0.607 -1.377 -0.264
S -2.201 2.316 -6.075
H 1.171 0.318 0.751
H 3.082 2.874 -4.807
C -1.805 3.472 -2.473
H 1.389 2.968 -4.291
H -1.773 -1.623 4.211
C 2.055 2.616 -5.080
H -3.355 -3.302 0.149
H 2.230 2.191 6.541
H 4.104 -0.579 -5.316
C -1.073 2.508 -1.825
C 5.534 -1.090 -3.786
H -2.699 -5.144 1.656
C 4.623 -0.102 -4.480
O 0.247 -1.013 -1.098
H 4.959 -1.945 -3.431
H 6.022 -0.618 -2.933
Te 1.397 -1.892 -4.357
O 1.945 1.179 -5.184
H -2.706 -4.237 4.631
C -2.509 -2.673 0.394
N -2.246 -2.507 1.716
H -0.096 1.507 6.578
H -4.716 1.752 -2.543
O 1.395 0.907 -2.666
C -2.864 1.107 -1.692
H 5.186 0.744 -4.877
C -0.122 -0.343 3.837
C -3.200 -4.698 2.505
H 6.301 -1.442 -4.478
C -1.446 1.356 -5.001
H 2.131 -1.966 7.065
F 1.643 1.104 3.166
H -4.683 3.703 -3.993
H 0.023 -2.083 5.686
N -3.887 4.101 -3.519
C 0.545 -0.127 1.514
H -0.167 -1.001 7.066

Atoms 1-3, force components in eV/Å:
0.0 -0.1 -0.1
0.0 0.0 0.0
0.0 0.0 0.0

Here are the Mulliken charges for atoms 1 to 8, given in e: 0.2787 0.4115 0.2247 -0.8388 -0.9135 0.1892 -0.0987 0.4655

(2)
The following is a DFT calculation (wB97M-V/def2-TZVPD) of a structure of composition C36H64AlAs3BrO2P.

Calculated values
Frontier orbital gap: 0.2807 Ha
E_tot: -11425.34323 Ha
Total charge: +2
LUMO: -5.46 eV
Highest occupied orbital energy: -13.10 eV
Energy above the lowest of the compared OMol25 structures with the same formula, charge and spin: 17.1 kcal per mole

Cartesian coordinates (Å):
C 3.905 0.352 -0.635
H 0.220 -4.664 -1.293
H -4.000 2.502 -5.172
C 4.034 -2.036 3.846
H -1.556 2.024 -2.393
H -2.399 1.940 -0.532
As 4.490 0.996 4.552
H -1.991 -0.464 3.632
C 1.759 -1.197 3.382
H -4.043 -0.051 -0.917
C -1.060 -3.184 -0.371
H 3.084 -2.018 -2.442
H -2.027 1.176 1.009
C -4.157 1.455 -3.283
H -1.055 -2.647 -2.425
H 4.798 4.970 -2.434
H -0.357 1.214 -3.394
H -2.493 -1.275 1.392
H -3.655 -0.213 -4.518
C 5.139 2.677 3.778
C 1.016 2.749 -0.933
H -3.936 -1.921 0.584
Al 0.262 -0.034 -0.109
C -0.714 -4.633 -0.731
C -1.425 1.373 -3.259
H 3.766 0.597 -1.689
C -3.577 0.054 -3.463
C 3.321 -1.885 1.504
H -0.795 1.987 2.886
H -4.543 2.601 0.103
H -3.512 3.448 -3.776
H 0.949 2.208 2.777
H -1.584 -5.232 -2.631
H -1.920 -6.332 -1.309
C -1.085 -1.069 3.617
C -2.009 2.071 -4.482
H -5.227 1.437 -3.492
C 3.195 -1.187 2.869
H -3.409 -4.574 -0.289
C -3.089 -3.143 -1.894
H -3.755 0.110 2.764
H -3.218 -3.168 -2.976
C -2.821 1.298 0.244
H -1.936 1.406 -5.343
H 2.168 1.024 5.736
H 1.452 1.456 -3.292
P -1.747 -0.661 -1.346
H 0.225 1.523 4.256
C -3.155 -0.101 -0.283
H -0.565 -5.199 0.188
C 2.884 1.774 5.401
C -3.446 -1.006 0.918
H 5.376 3.359 4.592
C 3.728 0.249 2.814
C 2.167 2.243 -3.105
H -3.912 -2.560 -1.480
H -3.789 2.580 1.686
C 0.169 1.558 3.167
H -3.959 -5.107 -1.868
C -4.349 -0.283 1.936
C -3.470 2.454 -4.222
C -2.091 0.004 -3.060
C 3.081 3.938 -1.676
H -1.326 -2.085 3.307
H -1.729 -3.175 0.489
H -0.677 -1.102 4.630
H 2.859 -2.881 1.550
C 3.129 2.520 -4.059
H 1.402 -2.233 3.471
H -4.032 1.783 -2.251
H -1.427 2.965 -4.708
C -4.075 1.951 0.843
H 6.054 2.512 3.213
H -1.581 -0.715 -3.717
H 4.806 3.740 -4.570
H 2.959 0.909 2.382
H 3.235 2.295 6.292
C -1.831 -5.280 -1.570
H 5.093 -1.936 3.613
H -4.166 -0.686 -2.918
O 0.782 1.439 -0.662
O 0.373 3.596 -0.389
H -5.683 0.541 0.455
C -3.162 -4.574 -1.351
H -5.766 1.332 2.018
C 4.049 4.219 -2.629
C -5.083 0.891 1.296
H 3.892 -1.705 4.874
C 2.101 2.972 -1.918
H 4.595 0.275 2.146
C 4.054 3.527 -3.828
As 2.628 -1.043 -0.151
H 3.765 -3.088 3.785
Br 3.211 4.733 0.044
H 4.258 -2.627 -1.265
H -0.140 -2.621 -0.086
H 3.750 1.253 -0.046
H 4.927 0.001 -0.490
H 4.389 -2.037 1.298
H 4.399 3.151 3.134
H 1.752 -0.752 4.384
H 3.170 1.947 -4.974
H 2.626 -3.328 -1.333
H 2.391 2.504 4.761
C -1.727 -2.502 -1.566
H -5.065 -0.990 2.352
C 3.201 -2.406 -1.429
As 0.273 -0.254 2.457

Atoms 1-3, force components in eV/Å:
-0.1 0.1 0.0
0.1 0.0 0.0
-0.1 0.1 0.0

Here are the Mulliken charges for atoms 1 to 8, given in e: -1.2686 0.0374 0.3879 -2.2081 0.0741 -0.2254 0.3089 0.2907

(3)
The following is a DFT calculation (wB97M-V/def2-TZVPD) of a structure of composition C12H30AgF2N7O10S2.

Calculated values
Multiplicity: 3
<S²>: 2.01
Frontier orbital gap (spin up / spin down): 0.3803 / 0.1636 Ha
E_tot: -2753.36808 Ha
Total charge: +2
LUMO (spin up / spin down): -5.07 / -10.85 eV
Highest occupied orbital energy (spin up / spin down): -15.42 / -15.30 eV
Energy above the lowest of the compared OMol25 structures with the same formula, charge and spin: 0.0 kcal per mole

Cartesian coordinates (Å):
H -0.560 -0.855 4.995
H 0.771 -0.987 -5.310
C -0.049 -1.397 -3.455
H 3.368 1.618 -3.549
Ag -0.074 0.374 -0.197
H 3.403 -2.383 -0.234
H -0.398 -3.260 1.464
H 4.089 2.384 -2.161
C 3.227 2.423 -2.827
C 1.896 2.215 -2.037
C -1.125 -0.548 3.016
O -0.506 -0.301 1.975
H 0.387 3.155 -1.116
H 3.319 3.027 2.821
H -4.491 -1.575 -1.913
C 2.556 1.314 1.858
H -3.812 -2.988 0.376
O -3.645 2.845 -0.692
H -2.723 -0.360 4.148
O 1.481 1.086 -1.743
H 1.712 2.696 3.415
N 1.161 3.243 -1.758
C -3.235 -1.079 -0.472
O -2.109 -0.601 -0.180
O -2.856 2.365 1.892
H -3.193 -0.377 -2.305
H 0.104 0.340 -4.316
H -5.020 -1.819 0.517
C -0.390 -1.408 4.072
F -0.608 2.851 2.298
H 0.090 -4.390 0.279
H 3.195 3.366 -3.372
F -1.998 1.765 -2.063
O -0.429 -0.732 -2.462
C 1.405 -2.683 0.241
N 2.688 -3.035 0.057
S -1.732 3.079 1.208
H 0.549 -3.374 -2.648
O -1.758 4.550 1.152
S -2.200 2.942 -1.014
N 0.314 -0.635 -4.481
H 0.673 -1.246 3.896
H -2.860 0.598 2.676
H 3.793 0.207 0.743
H 1.463 4.195 -1.910
H 0.927 -3.059 -4.355
H 1.073 -4.126 1.728
O -1.826 4.122 -1.808
N -3.786 -0.893 -1.671
O 1.002 -1.579 -0.153
N -1.030 2.291 0.023
C 0.490 -3.631 0.952
H -0.740 -3.346 -3.928
N -2.329 -0.005 3.288
H 3.028 1.683 3.940
H 4.361 0.674 2.380
H -0.629 -2.446 3.839
N 3.675 0.657 1.639
H 3.070 -3.911 0.384
C 0.190 -2.908 -3.566
H -3.663 -1.652 1.610
C -3.938 -1.927 0.591
O 1.616 1.232 1.149
C 2.633 2.220 3.077

Atoms 1-3, force components in eV/Å:
-0.5 -1.3 0.6
-0.2 0.3 0.0
1.0 0.8 1.1

Here are the Mulliken charges for atoms 1 to 8, given in e: 0.5120 0.2088 0.8002 0.3073 3.1587 0.2104 0.0435 0.3103

(4)
The following is a DFT calculation (wB97M-V/def2-TZVPD) of a structure of composition C5H12NO2.

Calculated values
Frontier orbital gap: 0.2157 Ha
E_tot: -402.73761 Ha
Total charge: -1
LUMO: 2.73 eV
Highest occupied orbital energy: -3.13 eV
Energy above the lowest of the compared OMol25 structures with the same formula, charge and spin: 183.1 kcal per mole

Cartesian coordinates (Å):
C -3.084 -0.292 0.318
H 1.142 -2.012 1.923
H -3.367 -1.186 -0.268
C 0.566 0.487 -0.460
H -3.954 -0.120 0.965
H 0.006 -0.279 -1.045
H 1.761 0.801 -2.231
O -2.623 0.583 -0.649
H 0.760 0.280 1.860
C 2.013 0.694 -1.161
H -0.050 2.216 0.149
H 2.162 -0.718 0.692
H -2.327 -0.643 0.994
N -0.309 1.570 -0.576
H 2.298 1.772 -0.998
H 1.178 -2.355 -0.007
H -1.369 1.334 -0.460
C 1.318 -1.672 0.913
O 2.973 -0.199 -0.805
C 0.906 -0.261 0.846

Atoms 1-3, force components in eV/Å:
0.1 -0.7 -2.4
1.0 -0.5 0.1
-0.3 -0.6 0.5

Here are the Mulliken charges for atoms 1 to 8, given in e: -0.6185 0.3538 0.2030 0.3326 0.2621 0.2615 0.2427 -0.8474